Below is one molecule with the formula C7H4N2O3 in a non-equilibrium geometry, with properties calculated with the ωB97M-V functional and the def2-TZVPD basis.

Results
- Total charge: 0
- Energy above the lowest of the compared OMol25 structures with the same formula, charge and spin: 38.9 kcal per mole
- HOMO level: -9.69 eV
- LUMO energy: -0.4 eV

Positions of all 16 atoms, in Å:
O  -3.05448  -0.66328  -1.01591
N  -2.59161  -0.23663  -0.01705
O  -3.14638  0.02217  1.07749
C  -1.14058  0.03761  -0.03082
C  -0.80447  1.44143  -0.04447
C  0.64140  1.69786  -0.11640
C  1.53058  0.62325  -0.07155
O  2.88581  0.68774  -0.03053
N  3.36537  -0.53716  0.03882
C  2.32254  -1.38433  0.11008
C  1.10976  -0.68315  0.01181
C  -0.32472  -0.98714  0.06560
H  -1.57908  2.13457  -0.27904
H  0.77638  2.78793  -0.15089
H  2.65415  -2.45542  0.29745
H  -0.75442  -1.89686  0.18619

Forces on the atoms, in the same order (eV/Å):
-1.495 -0.732 -1.270
0.956 1.112 3.459
0.291 -0.574 -2.219
-1.674 3.640 0.345
4.237 -2.774 -1.090
-4.521 1.354 0.340
-0.378 1.064 0.165
-1.249 1.958 -0.556
-1.002 -3.105 0.568
3.464 -1.038 0.289
-2.311 -0.763 0.437
4.345 1.300 -0.394
-0.100 0.753 0.353
1.114 -0.748 -0.104
-1.065 1.518 -0.513
-0.613 -2.964 0.189


Below is one molecule with the formula C7H17N in a non-equilibrium geometry, with properties calculated with the ωB97M-V functional and the def2-TZVPD basis.

Results
- Total charge: 0
- Energy above the lowest of the compared OMol25 structures with the same formula, charge and spin: 45.8 kcal per mole
- HOMO level: -7.93 eV
- LUMO energy: 1.1 eV

Positions of all 25 atoms, in Å:
C  -2.08595  -0.39766  2.26761
C  -1.08719  0.51037  1.54129
C  -1.74849  1.85169  1.32626
C  -0.49136  -0.24356  0.32804
C  0.83183  0.27775  -0.25058
N  1.11082  -0.47557  -1.48719
C  1.73347  0.30850  -2.59114
C  1.78706  -1.84866  -1.15251
H  -1.71099  -1.40348  2.42791
H  -2.45137  -0.03129  3.20263
H  -2.96367  -0.34090  1.58825
H  -0.28041  0.65196  2.28744
H  -1.11649  2.71687  1.10348
H  -2.34189  1.90372  2.22158
H  -2.44159  1.85364  0.44108
H  -1.27453  -0.19795  -0.49604
H  -0.48809  -1.28308  0.68660
H  1.60460  0.09183  0.49699
H  0.83368  1.32626  -0.56566
H  2.55627  -0.26552  -3.03618
H  0.87510  0.32436  -3.25633
H  1.85392  1.36700  -2.34943
H  1.71703  -2.57612  -1.94070
H  1.21991  -2.17011  -0.30457
H  2.84186  -1.66918  -1.02139

Forces on the atoms, in the same order (eV/Å):
-0.759 0.282 -1.700
1.579 -0.536 0.929
-0.622 -0.126 -1.574
-1.924 1.044 -0.308
-0.232 -1.329 -0.680
1.273 -1.702 0.678
-1.913 -1.225 0.463
-1.038 3.136 -1.045
-0.125 -0.174 -0.226
0.086 0.528 0.739
0.115 -0.893 0.431
0.088 0.160 -0.394
0.196 -0.212 0.644
-0.356 1.251 0.272
0.306 -0.397 0.767
0.887 -0.179 0.789
0.685 0.107 -0.610
0.384 0.381 0.193
-0.375 -0.032 0.608
0.079 0.741 0.096
0.430 0.169 -1.118
0.909 -0.252 0.221
-0.492 -0.110 -0.564
0.288 -0.541 0.638
0.534 -0.093 0.751


Below is one molecule with the formula C4H2N2O in a non-equilibrium geometry, with properties calculated with the ωB97M-V functional and the def2-TZVPD basis.

Results
- Total charge: 0
- Energy above the lowest of the compared OMol25 structures with the same formula, charge and spin: 44.4 kcal per mole
- HOMO level: -10.85 eV
- LUMO energy: -0.3 eV

Positions of all 9 atoms, in Å:
C  1.69601  0.09505  0.08757
C  0.38626  -0.01387  -0.09935
C  -0.17953  -1.27945  -0.10040
N  -0.88715  -2.17773  -0.06112
O  -0.54438  1.03945  -0.24192
C  -1.82669  0.91895  -0.00293
N  -2.97939  0.95379  0.08063
H  1.88264  1.14182  0.27856
H  2.45222  -0.67802  0.05895

Forces on the atoms, in the same order (eV/Å):
-1.241 2.432 -0.014
0.504 -0.722 0.180
-1.637 -1.029 -0.410
-0.090 -0.885 0.037
0.808 0.326 0.371
0.055 -0.156 -0.347
0.801 -0.116 0.155
1.251 0.144 -0.133
-0.450 0.005 0.160